[1]
C19H29N3O4S | ωB97M-V with the def2-TZVPD basis set

## Properties
Molar mass, g/mol: 395.525
SMILES: C[C@@H](NC(=O)c1ccc(OC2CCN(S(=O)(=O)N(C)C)CC2)cc1)C1CC1
ΔE to the lowest compared entry with this formula, charge and spin, kcal/mol: 53.6

Geometry as XYZ:
```
56
C19H29N3O4S (ωB97M-V with the def2-TZVPD basis set)
C -7.1919 -1.1437 0.7889
H -8.2584 -0.9482 0.7191
H -6.7750 -0.5397 1.5907
H -7.0483 -2.1952 1.0324
C -6.5156 -0.8066 -0.5376
N -5.0853 -1.0269 -0.4433
C -4.1721 -0.0865 -0.7816
O -4.4835 1.0376 -1.1299
C -2.7523 -0.5247 -0.6685
C -1.7967 0.4219 -0.3181
C -0.4589 0.0922 -0.2099
C -0.0481 -1.2128 -0.4710
C -1.0027 -2.1634 -0.8430
C -2.3350 -1.8265 -0.9372
H -3.0440 -2.5773 -1.2564
H -0.6659 -3.1659 -1.0563
O 1.2293 -1.6741 -0.4028
C 2.2831 -0.7723 -0.1232
C 2.6772 0.0401 -1.3626
C 3.7167 1.0906 -0.9482
N 4.4915 0.6699 0.2052
S 3.9697 1.2867 1.6927
O 2.7570 2.0257 1.5196
O 4.0116 0.2500 2.6725
N 5.1580 2.3827 2.0808
C 6.4423 1.7721 2.3271
H 6.9358 1.4709 1.3954
H 7.0773 2.4786 2.8609
H 6.2701 0.8982 2.9491
C 5.1935 3.5401 1.2193
H 4.1689 3.8745 1.0827
H 5.6404 3.3109 0.2445
H 5.7696 4.3278 1.7041
C 4.7691 -0.7530 0.2148
C 3.4894 -1.5988 0.3322
H 3.3388 -1.9089 1.3650
H 3.5584 -2.4888 -0.2948
H 5.4294 -0.9481 1.0582
H 5.3049 -0.9769 -0.7119
H 3.2224 2.0195 -0.6661
H 4.4092 1.2946 -1.7725
H 1.8018 0.5243 -1.7950
H 3.0875 -0.6454 -2.1069
H 1.9971 -0.0898 0.6862
H 0.2441 0.8558 0.0840
H -2.1213 1.4338 -0.1286
H -4.7751 -1.9355 -0.1400
C -7.0974 -1.6205 -1.6764
C -8.2200 -1.0564 -2.4939
C -6.8502 -1.1746 -3.0866
H -6.2778 -0.2709 -3.2280
H -6.6774 -1.9244 -3.8437
H -8.5809 -0.0706 -2.2442
H -8.9920 -1.7275 -2.8392
H -7.1096 -2.6885 -1.4875
H -6.6307 0.2599 -0.7582
```

---

[2]
C19H30BBeCaCl3F23N4O4S | ωB97M-V with the def2-TZVPD basis set

## Properties
Electronic energy, eV: -164752.10704
Charge: -1
Molar mass, g/mol: 1013.755

Geometry as XYZ:
```
87
C19H30BBeCaCl3F23N4O4S (ωB97M-V with the def2-TZVPD basis set)
N 3.8174 1.6856 2.1037
C 3.6949 1.2468 0.8765
C 4.3308 2.3145 -0.0248
C 5.3565 1.7698 -1.0370
F 5.2504 0.3869 -1.2005
C 2.2219 0.9042 0.4826
C 2.2100 -0.3951 -0.3676
C 1.2487 -0.5398 -1.5475
F 0.0825 -1.4951 -1.1536
F 1.9158 -1.2884 -2.4271
C 0.8217 0.7497 -2.3191
F 0.7520 0.3492 -3.6141
F 1.8356 1.6256 -2.3311
C -0.5743 1.4246 -2.1005
F -1.5718 0.5256 -2.1137
F -0.7544 2.0973 -3.2651
C -0.7616 2.5533 -1.0277
F 0.2859 3.3559 -0.8679
F -1.7220 3.3450 -1.5111
S -1.4059 2.0099 0.6695
F -1.9831 3.4606 0.9139
F -2.8014 1.6227 0.0457
F -0.7971 0.5341 0.4410
F -0.0849 2.5076 1.3947
F -1.9261 1.5201 2.0582
H 3.3021 1.1180 2.7771
H 3.5008 2.7610 2.0940
H 4.8369 3.0180 0.6410
H 3.5969 2.9137 -0.5636
H 5.1538 2.2194 -2.0083
H 6.3681 2.0389 -0.7447
H 1.7190 0.7074 1.4273
H 1.8571 1.8088 0.0151
H 2.0034 -1.2337 0.3314
H 3.2186 -0.5938 -0.7226
C -3.8574 2.0724 -4.2119
C -3.6650 2.8464 -5.5105
C -4.9370 3.5725 -5.9511
C -6.0057 2.5939 -6.1750
N -6.8256 1.8149 -6.3598
H -4.6117 1.2920 -4.3244
H -2.9313 1.5873 -3.9167
H -4.1676 2.7351 -3.4003
H -3.3463 2.1579 -6.2957
H -2.8604 3.5755 -5.3791
H -4.7608 4.1233 -6.8750
H -5.2578 4.2858 -5.1902
Be 0.6315 -2.7155 0.1762
C -1.3506 -4.8958 3.4668
Cl -2.7206 -3.8370 3.6534
Cl -1.8481 -6.5650 3.1720
Cl -0.3098 -4.2895 2.1302
H -0.7651 -4.8734 4.3790
C -0.8951 0.8821 7.9076
C -2.1367 0.1169 7.4658
O -2.0622 -0.4435 6.1696
C -1.3678 -1.6802 5.9817
O -1.7489 -2.6065 6.8063
C 0.1907 -1.5146 5.9437
F 0.5472 -0.3638 5.3236
F 0.7478 -2.5106 5.2173
F 0.7967 -1.5144 7.1325
H -0.4847 1.4709 7.0864
H -1.1429 1.5505 8.7352
H -0.1156 0.2134 8.2652
H -2.9589 0.8333 7.4062
H -2.4365 -0.6265 8.2087
H -1.5833 -1.8686 4.9086
F -4.4000 -3.1165 5.3677
Ca -1.7572 -2.7645 -1.3274
C 5.5441 -3.8324 -1.3256
O 4.8731 -4.8181 -1.5790
N 6.8237 -3.9108 -0.8661
N 5.0553 -2.5583 -1.4858
H 7.3873 -3.1102 -0.6543
H 7.2128 -4.8329 -0.7356
H 4.1169 -2.4733 -1.8256
H 5.5807 -1.7280 -1.2897
O 8.4627 -6.3877 -0.3331
H 8.1783 -7.1546 0.1747
H 8.4290 -6.6858 -1.2489
F 3.7492 4.1153 2.4328
B -10.0004 0.9625 -7.3136
F -11.3503 0.7114 -7.6447
F -9.9343 1.5351 -6.0265
F -9.2828 -0.2522 -7.3311
F -9.4468 1.8537 -8.2583
```

---

[3]
C19H30CeN | ωB97M-V with the def2-TZVPD basis set

## Properties
Spin multiplicity: 2
Electronic energy, eV: -34592.38350
Charge: +2
Molar mass, g/mol: 412.572
⟨S²⟩: 0.751

Geometry as XYZ:
```
51
C19H30CeN (ωB97M-V with the def2-TZVPD basis set)
C -2.1792 -1.2872 0.2734
H -1.8318 -2.2003 0.7935
H -3.1358 -0.8423 0.5814
H -1.5736 -0.9043 1.2053
C -2.2774 -1.7633 -1.2371
H -2.0058 -0.9564 -1.9538
H -1.5374 -2.5706 -1.3861
C -3.6364 -2.3760 -1.7887
H -3.5113 -2.6340 -2.8605
H -3.9141 -3.3105 -1.2841
H -4.4841 -1.6892 -1.7271
C 0.4160 2.6125 -0.3452
C -0.4886 2.2186 -1.4009
C -1.7773 1.9629 -0.8210
C -1.6569 2.1685 0.6075
C -0.2911 2.5544 0.8935
C 0.2630 2.8762 2.2423
C -2.8015 2.1501 1.5698
C -3.0339 1.6250 -1.5466
C -0.1228 1.9865 -2.8331
C 1.8809 2.8637 -0.5074
Ce -0.0993 0.2780 -0.0716
H -2.4768 1.9230 2.5970
H -3.2886 3.1565 1.5976
H -3.5781 1.4311 1.2833
H -0.3385 2.4605 3.0465
H 1.2837 2.5051 2.3451
H 0.2998 3.9704 2.3871
H 2.2897 2.3205 -1.3723
H 2.1206 3.9340 -0.6637
H 2.4387 2.5422 0.3752
H -0.8934 1.4062 -3.3505
H 0.0076 2.9382 -3.3880
H 0.8338 1.4310 -2.9234
H -3.6441 0.8868 -1.0176
H -3.6536 2.5316 -1.6713
H -2.8112 1.2404 -2.5499
C 5.0733 -3.8292 1.5173
C 3.9033 -2.9675 1.1809
C 2.7222 -3.0488 1.9183
C 1.6721 -2.2054 1.6171
N 1.7769 -1.2970 0.6063
C 2.8916 -1.2662 -0.1742
C 3.9720 -2.0776 0.1122
H 5.4255 -3.6377 2.5367
H 4.8251 -4.8928 1.4455
H 5.8836 -3.6076 0.8162
H 2.6395 -3.7746 2.7107
H 0.7010 -2.2253 2.1416
H 2.8610 -0.5750 -1.0388
H 4.8617 -2.0352 -0.4886
```

---

[4]
C19H30ClN4O4 | ωB97M-V with the def2-TZVPD basis set

## Properties
Electronic energy, eV: -46853.20592
Charge: +1
Molar mass, g/mol: 413.926

Geometry as XYZ:
```
58
C19H30ClN4O4 (ωB97M-V with the def2-TZVPD basis set)
C 0.6601 -1.0489 -1.7743
C 0.7582 -0.8467 -0.2264
N 0.8946 -1.9150 0.4635
C 0.6716 0.4291 0.6349
N 0.2152 1.7467 0.1176
C -0.9648 1.8532 -0.7939
C -2.0308 0.6992 -0.7297
C -2.4452 0.0374 -1.9715
C -3.4509 -1.0099 -1.7434
C -3.8636 -1.2171 -0.3733
N -3.5012 -0.5734 0.7534
C -2.5760 0.3980 0.5809
C -0.5915 2.3312 -2.2580
N -0.2122 3.7661 -2.1066
C 0.7071 4.0046 -1.0053
Cl -0.0893 4.9085 0.4125
C 1.3207 2.6874 -0.3394
C 2.5056 2.0222 -1.1205
C 2.9233 2.7422 -2.4887
C 3.7606 1.6724 -3.3230
O 2.8966 1.0032 -4.2744
H 0.2247 -0.2142 -2.3618
H 1.6872 -1.3194 -2.1451
H 0.0099 -1.9483 -1.9459
H 0.9102 -2.7159 -0.1754
H 0.0323 0.1718 1.5243
H 1.6905 0.5913 1.0924
H -0.1029 2.2339 0.9754
H -1.5762 2.7319 -0.4304
H -2.0397 0.2868 -2.9695
H -3.8376 -1.6089 -2.5987
H -4.6039 -2.0442 -0.2245
H -2.2180 0.9551 1.4804
H 0.2997 1.8175 -2.6940
H -1.4839 2.3277 -2.9318
H 0.1942 4.1299 -2.9708
H 1.5125 4.7102 -1.3282
H 1.7744 3.0828 0.6125
H 3.4388 2.0861 -0.4942
H 2.4003 0.9469 -1.3928
H 3.5111 3.6779 -2.3090
H 2.0469 2.9922 -3.1319
H 4.1823 0.8733 -2.6620
H 4.5510 2.1625 -3.9434
H 2.0533 0.7772 -3.8485
C -0.7309 -2.7640 3.1062
C -1.3721 -3.7286 4.0788
C -0.8309 -3.6295 5.4800
O -1.0130 -4.9537 5.9746
C -0.9945 -5.7866 4.8971
O -0.9228 -6.9697 4.9613
O -1.0661 -5.0802 3.7320
H 0.3138 -3.0223 2.9270
H -1.2345 -2.8149 2.1388
H -0.7871 -1.7358 3.4710
H -2.4605 -3.6115 4.0649
H -1.3813 -2.9119 6.0882
H 0.2350 -3.3859 5.5183
```